# 1
{"formula": "C14H43BrCdN3O6", "method": "ωB97M-V with the def2-TZVPD basis set", "elements": ["H", "H", "H", "H", "H", "C", "C", "H", "H", "H", "H", "H", "H", "H", "H", "C", "H", "C", "H", "C", "C", "C", "H", "H", "H", "O", "H", "H", "N", "H", "H", "O", "H", "C", "H", "H", "H", "Br", "O", "C", "C", "H", "H", "H", "H", "Cd", "H", "N", "H", "H", "C", "H", "O", "H", "C", "N", "C", "H", "H", "C", "H", "O", "O", "H", "H", "H", "H", "H"], "xyz": [[10.58998, -3.11212, -1.31875], [8.60748, -0.89831, 3.14165], [-4.96462, 4.05499, -2.57613], [-5.84554, 0.82011, -1.18274], [10.14174, -1.53851, 1.23698], [-6.29610, 2.81504, -1.88868], [-3.60169, 2.62864, 7.97861], [7.20394, 0.16241, 2.78730], [11.60785, -2.11494, -0.23231], [-1.20005, 2.30985, 5.98267], [-8.21636, 4.83351, 1.73090], [-3.00705, 3.22058, 5.97667], [-7.25659, 3.46769, 2.31171], [11.50173, -1.58244, -1.79923], [-0.62864, -5.85029, -4.87070], [-6.20074, 3.56885, -0.50649], [-5.47384, 3.03867, 0.10883], [0.30470, -3.88672, -4.58645], [-4.67226, 2.80002, 7.86627], [-7.34483, 4.21329, 1.52152], [-0.93474, -4.80894, -4.77065], [-6.57562, 1.33760, -1.80507], [-1.36472, 7.13217, 1.65322], [1.27849, -5.44833, -3.47330], [-3.23091, 3.59146, 8.33016], [-1.71998, -4.61796, -3.64623], [-1.67980, -1.96263, 1.06385], [0.88037, -3.95190, -5.50973], [-5.04589, 3.04889, -2.54050], [-1.54601, -4.46279, -5.60409], [-6.52852, 4.92457, 1.64726], [-1.68036, 1.95429, 6.73399], [-4.19161, 2.85207, -2.03892], [8.40506, -0.50646, 1.03119], [-3.61422, 1.59351, 5.99983], [-3.46357, -5.32366, -2.80478], [-7.53502, 1.24640, -1.29583], [0.83044, 1.99069, 0.64171], [-7.42198, 3.53945, 0.24933], [-3.02316, 2.30809, 6.57265], [9.30829, -1.64483, 0.54261], [0.75151, -3.98591, -2.57608], [-6.74824, 0.84593, -2.76245], [-0.79948, 8.28511, 2.45517], [-5.92243, 4.61945, -0.58945], [4.59077, 3.95307, -1.30531], [7.15156, -1.55028, 2.45249], [7.32496, -0.25471, 0.10390], [-0.81897, -2.32426, -5.07649], [-2.30498, -3.02055, 0.17962], [1.19639, -4.36169, -3.49748], [8.85238, -2.63446, 0.57244], [-2.10332, -2.82052, 1.09370], [6.59409, -0.89284, 0.38446], [-2.88714, -5.46923, -3.71837], [-0.03233, -2.51482, -4.47235], [10.89423, -2.09894, -1.05608], [9.05011, 0.36814, 1.11533], [-3.46549, -5.25015, -4.61593], [7.80452, -0.67761, 2.43834], [-3.47523, 1.82385, 8.70278], [-1.61844, 7.83165, 2.25536], [9.81080, -1.29855, -0.79078], [7.68377, -0.64782, -0.75448], [-7.15818, 3.20547, -2.42949], [2.19233, -3.93395, -3.61253], [-0.30270, -2.40619, -3.50529], [-2.65624, -6.53223, -3.64905]], "forces_ev_per_a": [[0.3, -0.1, -0.2], [-0.1, 0.2, 0.2], [0.1, 0.5, -0.8], [0.2, -0.2, -0.2], [0.4, -0.8, 0.0], [-0.2, -0.2, 1.4], [-0.6, 0.1, -1.3], [0.3, 0.2, -0.3], [-0.2, -0.4, 0.5], [0.2, -0.2, 0.1], [-0.4, -0.4, -0.4], [-0.6, 0.3, 0.0], [0.0, -0.1, 0.1], [-0.3, -0.4, -0.7], [0.0, -0.1, -0.3], [-1.3, -0.9, 0.9], [0.6, 0.0, -0.1], [0.3, -1.5, -2.3], [-0.2, -0.2, 0.0], [0.0, -0.2, -0.1], [0.6, 1.1, 0.1], [-0.9, -0.2, 1.1], [0.0, -0.2, -0.2], [-0.1, 0.1, 0.1], [0.4, -0.3, 0.2], [-1.5, -1.1, 1.0], [0.1, 0.2, 0.1], [0.0, -0.4, -0.4], [0.5, 1.6, -1.1], [0.3, -0.2, -0.7], [0.5, -0.2, -0.5], [1.0, -0.7, -0.1], [-0.2, -1.0, 0.5], [-0.4, 0.4, 0.9], [0.0, -0.5, 0.3], [-0.2, 0.5, -0.2], [0.0, -0.2, 0.3], [0.5, 0.3, -0.3], [0.0, 0.6, 0.0], [-0.5, 1.3, 1.0], [0.5, 1.7, 0.0], [0.3, -0.4, 0.5], [0.6, 0.2, -0.1], [0.2, 0.2, 0.1], [0.3, 0.0, -0.5], [-0.4, -0.4, 0.3], [-0.1, -0.2, 0.0], [0.0, -0.3, -0.4], [-0.1, 0.4, 0.0], [-0.1, -0.1, -0.2], [0.2, 0.3, 0.8], [0.0, -0.1, -0.1], [0.0, -0.1, 0.2], [-0.6, 0.0, -0.1], [0.4, 0.4, 1.0], [-0.3, 0.3, 0.8], [1.7, 0.0, -0.5], [0.1, 0.2, -0.4], [-0.1, 0.0, 0.0], [0.6, -1.0, -0.3], [0.3, 0.1, -0.1], [-0.2, 0.0, 0.0], [-1.8, 0.2, 2.1], [-0.3, 0.4, -0.8], [0.4, 0.6, -0.4], [0.0, 0.0, 0.1], [-0.4, 0.7, 0.1], [0.5, -0.1, -0.5]], "nbo_charge": [0.172, 0.221, 0.350, 0.199, 0.183, -0.074, -0.626, 0.224, 0.165, 0.462, 0.196, 0.148, 0.181, 0.197, 0.176, -0.058, 0.158, -0.076, 0.205, -0.261, -0.059, -0.615, 0.462, 0.223, 0.210, -0.556, 0.462, 0.191, -0.760, 0.160, 0.172, -0.719, 0.356, -0.072, 0.155, 0.198, 0.226, -0.065, -0.549, -0.055, -0.088, 0.201, 0.227, 0.468, 0.169, 0.714, 0.198, -0.787, 0.365, 0.467, -0.609, 0.181, -0.929, 0.345, -0.260, -0.736, -0.250, 0.188, 0.177, -0.616, 0.219, -0.930, -0.549, 0.369, 0.208, 0.218, 0.356, 0.179], "total_energy_ev": -106561.7617, "charge": 1, "e_homo_ev": -11.191}

***

# 2
{"formula": "C14H44N2O8", "method": "ωB97M-V with the def2-TZVPD basis set", "elements": ["C", "H", "H", "H", "H", "C", "H", "C", "H", "H", "H", "H", "H", "H", "H", "H", "H", "H", "H", "H", "C", "C", "H", "C", "H", "H", "H", "O", "H", "H", "C", "H", "N", "H", "H", "H", "H", "H", "H", "N", "O", "H", "H", "C", "C", "H", "H", "C", "O", "C", "H", "C", "H", "H", "C", "H", "O", "H", "C", "H", "H", "H", "H", "H", "O", "O", "O", "O"], "xyz": [[-0.55306, -0.01711, 1.78312], [-0.97104, 2.90558, 0.21591], [1.35041, -5.56965, 0.71659], [2.89267, 0.10665, 1.89761], [-4.04691, -1.02432, 0.13572], [2.55862, -1.94814, 2.64841], [1.27656, -3.22496, 0.17673], [0.96535, -1.19972, -2.22299], [-1.13812, -0.98085, 1.75848], [2.85352, 1.25159, -0.51468], [-0.75420, 0.66366, -0.58780], [3.17424, -2.92033, 2.71720], [0.58674, 5.75894, 1.30750], [0.70967, 2.47050, -1.69332], [-0.00534, 0.05032, 2.74012], [0.47557, 3.45317, 2.04512], [-4.01796, -2.11564, -1.41154], [-1.11723, 6.04513, 1.68622], [2.39743, 2.54140, -2.30916], [3.30774, 2.88074, -0.10264], [-0.42959, 3.93453, 1.70751], [-3.57717, -1.87819, -0.41446], [-3.37411, -3.00958, 1.39867], [-0.26381, 5.41123, 1.96802], [-1.19808, 0.43141, -2.28668], [1.20624, -0.99299, -4.39599], [-0.08926, -3.01362, 1.23847], [0.31298, 0.21057, 0.68719], [-3.08151, 1.64828, -3.06617], [2.67090, -1.57473, 3.68436], [1.71672, 2.83575, -1.46771], [1.91325, 2.14052, 0.70048], [-3.33143, 1.67670, -2.09178], [1.05963, -0.53022, -1.36327], [-1.29862, 3.72172, 2.36416], [0.09474, 5.58798, 2.94005], [-4.10852, 2.41098, -1.91129], [-0.33302, -5.40437, 1.47595], [0.86654, -0.58907, 0.70502], [-1.47978, 0.74862, -1.30388], [-2.20219, -1.66003, -0.51957], [-1.27327, 0.78858, 1.85727], [1.67697, -1.97719, -2.13537], [0.63939, -4.98110, 1.27617], [-3.74878, -3.19760, 0.36420], [0.02817, -1.69083, -2.10880], [2.04553, 0.14972, -3.47082], [-2.54831, 1.45320, -1.10920], [2.89041, -1.23142, 0.38457], [0.34768, -3.68278, 0.54901], [4.22310, -0.76177, 1.84498], [2.45312, 2.22481, -0.24984], [1.09046, -4.90205, 2.28254], [0.93616, 4.45902, -0.74976], [3.16433, -0.88721, 1.72227], [3.50623, -0.81389, -0.15283], [0.14429, 0.56245, -3.59918], [-1.16675, -3.15972, -0.67602], [1.13304, -0.39389, -3.48532], [1.53051, -2.20248, 2.47783], [-3.17573, -4.02807, 0.01450], [-4.83452, -3.42766, 0.47769], [-2.03831, -0.78676, -0.88890], [0.32876, 1.11703, -4.39540], [1.73176, 4.20506, -1.25153], [-0.76206, 3.83548, 0.35430], [-0.60154, -3.94851, -0.50323], [-2.73921, 2.04513, 0.13518]], "forces_ev_per_a": [[-0.9, -0.1, 1.6], [-0.8, -0.1, -0.3], [-0.3, -0.7, -0.3], [-1.6, 1.6, 0.6], [0.0, -0.7, -0.7], [2.3, -0.4, 1.4], [-0.2, -0.1, -0.2], [-0.1, 1.2, 0.3], [0.8, 0.8, -0.3], [0.0, -0.4, 0.1], [-0.1, 0.1, 0.0], [-0.9, 1.4, -0.7], [-0.7, -0.1, 0.5], [0.2, -0.2, 0.2], [0.1, -0.3, -0.3], [0.3, -0.7, -0.2], [0.0, 0.9, 0.4], [0.1, -0.5, 0.4], [-0.7, 0.7, 0.2], [0.1, 0.1, 0.1], [-1.7, 2.2, 1.2], [-0.8, -1.5, 0.1], [-0.2, -0.2, -0.5], [1.6, 0.9, -2.3], [-0.4, 0.9, 1.8], [-0.3, -0.4, 0.0], [-0.6, 1.1, 0.9], [0.0, -1.0, 0.6], [0.4, -0.4, 0.1], [-0.4, 0.0, -0.4], [1.2, -1.1, 0.8], [-0.2, 0.1, -0.4], [-5.5, 3.1, -2.6], [0.2, -0.2, -0.2], [0.4, -1.0, -0.4], [0.1, 0.4, 1.5], [2.0, -1.9, -0.2], [-0.1, -0.8, -0.3], [0.4, 0.4, -0.7], [2.6, -2.0, -2.6], [0.6, -0.7, 0.1], [-0.3, 0.2, -0.4], [1.0, -0.7, 0.0], [0.2, 0.5, 0.7], [-1.0, 1.6, 2.0], [-1.0, -0.3, -0.3], [1.4, 0.3, 0.4], [0.6, 4.0, 8.3], [-1.9, -1.5, 0.9], [0.2, -0.5, -0.9], [1.0, -0.8, 0.3], [-0.1, -0.3, -0.3], [0.0, 0.6, -0.4], [0.1, -0.4, -0.2], [0.4, -1.6, 0.1], [1.6, 1.2, -1.7], [-1.6, 1.7, -1.3], [0.6, -0.3, 0.4], [0.9, -1.2, -0.4], [-0.5, 0.1, -0.3], [0.2, -0.4, -0.7], [0.8, -0.1, -0.3], [0.1, 0.2, 0.0], [-0.3, -0.6, 1.1], [-0.5, 1.5, -0.6], [1.0, -0.5, -0.2], [0.4, 0.2, 0.1], [0.3, -3.1, -5.4]], "nbo_charge": [-0.287, 0.496, 0.210, 0.171, 0.181, -0.641, 0.168, -0.654, 0.187, 0.173, 0.455, 0.219, 0.191, 0.171, 0.165, 0.158, 0.157, 0.213, 0.152, 0.213, -0.077, -0.070, 0.198, -0.612, 0.436, 0.158, 0.150, -0.754, 0.401, 0.217, -0.057, 0.211, -0.803, 0.219, 0.166, 0.203, 0.425, 0.219, 0.502, -0.881, -0.781, 0.217, 0.231, -0.629, -0.630, 0.220, 0.155, 0.751, -0.734, -0.072, 0.168, -0.632, 0.203, 0.497, -0.078, 0.473, -0.746, 0.504, -0.054, 0.215, 0.228, 0.208, 0.492, 0.488, -0.747, -0.741, -0.774, -0.783], "total_energy_ev": -34589.0271, "de_lowest_ev": 0.180, "e_homo_ev": -9.366, "smiles": "NC(N)=O.CCO.CCO.CCO.CCO.CCO.CCO.CO"}